Record 1
The following is a quantum chemistry calculation of a molecular structure, C10H22AsNO5Ti at a distorted geometry, from the OMol25 dataset.

The geometry in XYZ format:
```
40
Properties=species:S:1:pos:R:3:forces:R:3:mulliken_charge:R:1
Ti 0.218 0.166 0.614 0.83 -0.31 -0.07 0.029
C -3.564 -0.752 -0.736 0.17 -0.01 0.05 -1.561
C -2.775 -0.127 0.395 -0.39 0.17 0.01 1.562
C -3.663 0.492 1.461 0.19 -0.11 -0.13 -1.675
O -1.876 -1.104 1.011 -0.20 0.31 0.08 -0.490
C -1.665 0.816 -0.084 -1.64 0.48 -1.02 1.021
O -1.095 0.630 -1.179 -0.29 0.17 0.00 -0.736
O -1.095 1.521 0.829 -1.20 0.88 0.31 -0.537
H -4.181 -1.561 -0.343 -0.03 0.00 -0.03 0.431
H -2.894 -1.134 -1.505 -0.04 -0.04 0.00 0.314
H -4.223 -0.013 -1.190 -0.01 0.00 -0.01 0.412
H -4.260 -0.290 1.928 -0.04 0.02 0.00 0.404
H -4.330 1.226 1.009 -0.01 0.01 0.02 0.385
H -3.055 0.984 2.214 -0.04 -0.01 0.06 0.342
H -2.126 -1.984 0.715 0.12 -0.13 -0.06 0.339
N 0.987 0.726 4.312 -0.05 -0.11 -0.10 -0.366
C 1.090 0.673 2.992 0.36 0.22 0.69 0.744
O 0.703 -0.353 2.373 0.50 -0.22 2.12 -0.559
C 1.666 1.839 2.234 0.14 -0.08 -0.31 -0.882
C 1.873 1.424 0.759 0.50 0.52 0.19 -0.788
H 0.585 -0.054 4.808 -0.01 0.00 0.02 0.268
H 1.250 1.549 4.825 0.07 0.01 -0.01 0.214
H 2.579 2.167 2.740 -0.05 0.05 0.09 0.524
H 0.951 2.665 2.283 -0.02 -0.01 0.12 0.328
H 2.826 0.888 0.677 0.01 0.00 -0.02 0.301
H 1.938 2.325 0.147 0.03 -0.01 -0.03 0.372
C 0.453 -1.963 -3.102 0.03 0.26 0.33 -1.110
As 1.476 -0.896 -1.860 1.00 -0.67 -1.61 1.060
C 1.581 0.899 -2.571 -0.10 -0.16 0.18 -1.062
C 3.294 -1.568 -1.838 -0.30 0.11 0.16 -1.145
O 0.842 -1.255 -0.337 0.55 -1.30 -1.02 -0.565
H 0.938 -2.001 -4.074 0.05 0.06 0.00 0.432
H -0.534 -1.511 -3.190 -0.01 -0.02 -0.02 0.298
H 0.369 -2.963 -2.683 0.00 -0.02 -0.01 0.368
H 1.879 0.771 -3.613 0.01 -0.05 0.01 0.471
H 2.333 1.477 -2.042 0.00 -0.06 0.08 0.365
H 0.613 1.382 -2.510 -0.03 0.01 0.01 0.317
H 3.549 -2.006 -2.800 -0.05 0.03 -0.05 0.415
H 3.358 -2.325 -1.059 -0.02 -0.03 -0.03 0.379
H 3.984 -0.759 -1.610 -0.03 0.03 0.00 0.379
```
Positions in Å, forces in eV/Å.

Properties
Kohn-Sham gap (alpha / beta) = 0.29585 / 0.35925 hartree
Spin multiplicity = 2
LUMO energy (alpha / beta) = -2.09 / -2.06 eV
Energy relative to the best compared isomer or geometry (same formula, charge and spin) = 31.9 kcal per mole
Total charge = +1

***

Record 2
The following is a quantum chemistry calculation of a molecular structure, C10H22B2Br2CsFNOP at a distorted geometry, from the OMol25 dataset.

The geometry in XYZ format:
```
41
Properties=species:S:1:pos:R:3:forces:R:3:mulliken_charge:R:1
C -2.351 0.612 1.936 0.27 0.19 -0.27 -0.767
C -1.388 -0.560 1.641 0.19 -0.69 -0.52 -0.043
B -1.117 -0.474 0.089 -0.58 -0.06 -0.14 -0.372
O -1.693 -1.503 -0.760 -2.61 5.25 -0.71 -0.796
B -0.251 0.759 -0.683 -0.06 0.46 0.32 0.969
P 1.370 1.465 -0.098 0.12 -0.27 -0.21 0.039
C 1.913 0.528 1.396 -0.32 0.16 0.09 -1.030
C 0.909 3.157 0.507 -0.15 -0.60 -0.23 -1.101
H -1.968 1.546 1.521 0.10 0.12 0.03 0.159
H -3.308 0.453 1.455 -0.19 0.13 0.17 -0.125
H -2.470 0.761 3.003 -0.12 -0.08 0.13 0.379
H -0.504 -0.488 2.272 0.16 0.17 -0.04 0.361
H -1.870 -1.512 1.896 -0.19 0.08 0.12 0.311
H -2.165 -1.004 -1.460 -0.15 -0.31 -0.18 -0.081
H -0.699 1.264 -1.670 -0.09 0.22 0.14 -0.082
H 1.597 -0.507 1.275 0.09 -0.14 -0.05 0.205
H 2.991 0.540 1.510 0.13 0.05 0.01 0.389
H 1.451 0.898 2.310 -0.01 0.08 0.11 0.423
H 1.771 3.807 0.564 0.06 0.15 0.01 0.341
H 0.154 3.539 -0.173 0.07 0.30 -0.11 0.353
H 0.435 3.029 1.476 0.04 0.16 0.18 0.320
Cs -0.473 -3.257 -0.232 2.97 -5.10 1.35 1.013
Br -5.150 -0.645 0.260 0.09 -0.85 -0.05 -0.133
C -6.211 -0.236 -1.299 -0.02 -0.13 0.07 -0.753
C -5.872 -1.210 -2.389 -0.21 -0.02 0.06 -0.422
Br -4.142 -0.741 -3.163 0.31 -0.13 -0.25 -0.167
H -6.020 0.806 -1.535 0.05 0.12 0.27 0.435
H -7.247 -0.338 -0.987 -0.02 -0.02 -0.01 0.351
H -6.575 -1.185 -3.220 0.03 0.15 -0.02 0.363
H -5.790 -2.226 -2.015 0.10 -0.03 -0.07 0.332
N 5.340 -1.646 -0.864 0.05 0.02 0.09 -0.001
C 6.667 -1.879 -0.620 -0.04 -0.04 -0.04 -0.495
C 7.185 -0.762 -0.025 0.00 0.03 0.03 -0.453
C 6.129 0.182 0.098 0.02 -0.01 0.04 -0.430
C 5.004 -0.393 -0.426 -0.05 -0.04 -0.03 -0.374
H 4.712 -2.295 -1.298 0.00 -0.01 -0.06 0.173
H 7.126 -2.814 -0.890 0.02 0.00 -0.01 0.382
H 8.208 -0.634 0.287 0.01 0.00 0.00 0.392
H 6.190 1.170 0.523 0.00 0.01 0.00 0.394
H 4.000 -0.018 -0.525 0.00 0.05 -0.09 0.427
F -5.888 1.813 0.314 -0.08 0.63 -0.12 -0.888
```
Positions in Å, forces in eV/Å.

Properties
Kohn-Sham gap = 0.16096 hartree
Spin multiplicity = 1
LUMO energy = -1.63 eV

***

Record 3
The following is a quantum chemistry calculation of 3 unconnected molecules or ions with the total composition C10H22BBrN2O7S at a distorted geometry, from the OMol25 dataset.

The geometry in XYZ format:
```
44
Properties=species:S:1:pos:R:3:forces:R:3:mulliken_charge:R:1
O 0.451 5.666 0.357 -4.15 -4.23 -0.24 -0.647
S -0.563 4.530 -0.050 4.40 4.56 -4.66 1.122
O -0.382 4.321 -1.602 -1.62 -0.33 5.99 -0.589
O -2.162 5.039 0.255 2.06 -2.22 0.41 -0.316
C -3.054 3.919 0.589 -2.26 -1.53 -0.13 -0.253
C -2.639 2.476 -0.066 -0.87 -0.73 0.41 -0.805
C -1.229 1.839 0.530 -0.22 0.60 -1.93 -0.227
Br -1.657 0.766 2.171 0.43 0.64 -1.04 -0.078
C -0.122 3.004 0.950 -1.71 -1.05 0.43 -0.173
B 1.441 2.581 0.602 2.80 0.32 -0.32 0.461
O 2.384 2.491 1.766 -1.84 2.42 -2.41 -0.546
O 1.952 2.335 -0.773 -0.56 2.10 2.83 -0.478
H -4.121 4.201 0.133 2.50 -0.46 0.90 0.311
H -3.256 3.796 1.758 0.96 0.43 -2.43 0.224
H -3.489 1.705 0.263 1.82 1.79 -0.68 0.387
H -2.676 2.475 -1.257 0.49 0.31 2.68 0.299
H -0.817 1.134 -0.340 -0.74 1.43 2.30 0.361
H -0.248 3.216 2.104 0.19 -0.04 -2.47 0.342
H 2.512 3.446 2.100 -0.42 -2.17 -0.43 0.345
H 2.586 3.081 -1.058 -1.31 -1.78 0.82 0.290
C 3.516 -0.089 -1.992 -0.28 0.25 0.07 -0.704
N 2.611 -0.220 -3.110 -0.04 -0.53 -0.47 -0.098
C 2.531 -1.242 -4.011 -0.73 0.48 -0.45 0.769
C 3.486 -2.393 -3.854 0.10 -0.25 -0.10 -1.202
O 1.698 -1.202 -4.912 0.41 -0.13 0.37 -0.652
H 2.919 -0.005 -1.081 0.36 0.02 0.08 0.185
H 4.095 0.827 -2.130 0.15 -0.10 0.29 0.199
H 4.195 -0.938 -1.905 -0.16 0.11 -0.14 0.351
H 1.939 0.519 -3.277 0.14 -0.12 0.10 0.174
H 3.305 -3.129 -4.641 -0.07 0.27 0.13 0.288
H 4.517 -2.038 -3.943 -0.04 -0.12 0.17 0.337
H 3.332 -2.877 -2.885 0.20 0.05 -0.04 0.333
C -0.782 -4.187 3.487 0.17 0.41 0.14 -0.866
N -1.544 -3.207 2.749 -0.49 -0.08 -0.42 -0.068
C -2.543 -3.427 1.845 -0.15 0.90 -0.18 0.878
C -2.927 -4.852 1.555 -0.15 -0.17 -0.14 -1.308
O -3.096 -2.477 1.300 0.19 -0.48 0.21 -0.617
H -0.929 -3.998 4.553 0.17 -0.29 0.04 0.281
H 0.273 -4.053 3.238 0.05 -0.28 0.18 0.282
H -1.083 -5.209 3.256 -0.01 0.25 -0.02 0.335
H -1.340 -2.226 2.894 -0.01 -0.22 -0.05 0.084
H -3.734 -4.871 0.818 0.20 0.16 0.17 0.282
H -2.070 -5.393 1.144 -0.10 -0.10 0.16 0.350
H -3.281 -5.337 2.469 0.15 -0.11 -0.11 0.354
```
Positions in Å, forces in eV/Å.

Properties
Kohn-Sham gap = 0.32135 hartree
Spin multiplicity = 1
LUMO energy = -0.52 eV

***

Record 4
The following is a quantum chemistry calculation of a molecular structure, C10H22BN at a distorted geometry, from the OMol25 dataset.

The geometry in XYZ format:
```
34
Properties=species:S:1:pos:R:3:forces:R:3:mulliken_charge:R:1
B 1.155 -0.524 0.163 -3.35 3.58 -0.15 -0.464
C -2.336 0.594 -1.969 0.65 0.27 0.23 -1.586
C -1.138 0.329 -1.441 2.28 -2.37 0.30 1.337
C 0.006 0.053 -2.410 1.33 -0.55 -0.64 -1.059
C 2.222 -2.498 1.153 -2.96 1.64 0.11 -1.063
C 2.735 1.651 0.021 3.56 -4.99 1.63 -1.437
C -2.841 -0.602 0.986 -1.36 -1.18 -0.57 -1.145
C -1.907 1.748 1.104 -4.61 -0.79 -1.72 -1.074
C 1.574 -1.978 -0.153 0.27 2.34 2.77 -0.644
C 1.855 0.766 0.927 -2.28 -0.21 -4.00 -0.352
C -1.577 0.265 1.003 -0.69 0.05 -2.55 -0.188
N -0.709 0.044 -0.170 2.44 -0.71 0.92 0.169
H -3.142 0.739 -1.290 -0.85 0.20 -0.56 0.241
H -2.316 0.617 -3.048 -0.82 0.35 0.01 0.342
H -0.067 -0.867 -3.074 -0.10 0.60 1.36 0.229
H 1.080 0.042 -1.900 -2.12 0.26 -1.17 0.034
H -0.071 0.826 -3.165 0.70 0.49 -0.08 0.504
H 1.466 -2.120 1.965 1.87 -0.91 -0.82 0.232
H 2.127 -3.562 1.074 0.90 -0.58 0.58 0.395
H 3.165 -1.975 1.180 0.56 -0.64 0.81 0.321
H 3.568 0.949 -0.359 -1.00 1.31 -0.09 0.227
H 2.205 2.044 -0.739 -1.55 1.66 -2.45 0.471
H 3.241 2.290 0.688 0.42 1.46 0.31 0.444
H -3.580 -0.226 0.126 1.34 -1.05 2.44 0.167
H -2.651 -1.762 0.809 -0.14 2.51 0.21 0.224
H -3.249 -0.515 2.048 -0.12 -0.08 -1.58 0.434
H -1.148 2.329 1.493 1.36 1.25 1.05 0.346
H -2.991 1.927 1.555 2.47 -0.23 -0.20 0.318
H -2.115 2.052 0.042 0.50 0.11 0.93 0.323
H 2.173 -2.088 -0.962 2.33 -0.06 -2.45 0.610
H 0.750 -2.502 -0.407 -2.99 -1.78 -0.59 0.491
H 2.344 0.442 1.740 2.16 -1.06 3.02 0.739
H 1.208 1.570 1.195 -1.61 -0.33 0.85 -0.017
H -1.036 -0.061 1.815 1.43 -0.57 2.07 0.429
```
Positions in Å, forces in eV/Å.

Properties
Kohn-Sham gap = 0.27167 hartree
Spin multiplicity = 1
LUMO energy = 0.44 eV
Energy relative to the best compared isomer or geometry (same formula, charge and spin) = 69.0 kcal per mole

***

Record 5
The following is a quantum chemistry calculation of 2 unconnected molecules or ions with the total composition C10H22BrO3P, from the OMol25 dataset.

The geometry in XYZ format:
```
37
Properties=species:S:1:pos:R:3:forces:R:3:mulliken_charge:R:1
C -1.854 -1.573 -0.651 -0.01 -0.01 0.04 -1.392
C -0.890 -2.736 -0.382 -0.06 0.03 -0.04 0.873
C -0.311 -3.273 -1.696 0.03 -0.05 -0.06 -1.620
C 0.209 -2.360 0.627 -0.11 -0.04 0.06 -1.432
P 1.630 -1.275 0.029 -0.01 -0.05 0.03 0.481
C 3.083 -0.132 -0.547 0.15 0.08 -0.09 -1.194
C 3.154 1.302 -0.041 0.22 -0.14 -0.15 0.314
C 3.176 2.344 -1.143 -0.03 0.04 -0.02 -1.441
Br 1.638 1.758 1.188 -0.15 0.15 0.10 -0.241
H -1.345 -0.711 -1.094 -0.03 -0.08 0.03 0.299
H -2.341 -1.237 0.269 0.07 -0.07 -0.10 0.227
H -2.644 -1.873 -1.346 0.09 0.01 0.07 0.445
H -1.488 -3.541 0.065 0.09 0.06 -0.02 0.357
H -1.087 -3.762 -2.293 0.04 0.09 0.05 0.435
H 0.484 -4.009 -1.526 -0.10 0.07 0.02 0.366
H 0.109 -2.468 -2.310 -0.02 -0.07 0.07 0.318
H -0.243 -1.839 1.484 0.05 -0.07 -0.08 0.430
H 0.686 -3.269 1.025 -0.05 0.10 -0.03 0.472
H 2.110 -1.196 1.367 0.02 -0.01 -0.02 0.013
H 0.736 -0.378 -0.617 0.01 -0.03 -0.04 -0.072
H 2.208 -2.311 -0.749 -0.05 0.05 -0.01 0.013
H 3.008 -0.125 -1.644 0.01 0.00 0.13 0.419
H 4.011 -0.657 -0.283 -0.12 0.04 -0.03 0.458
H 4.001 1.438 0.628 -0.11 0.02 -0.04 0.352
H 4.083 2.201 -1.741 -0.08 0.00 0.05 0.367
H 3.174 3.363 -0.749 0.02 -0.11 -0.01 0.400
H 2.313 2.224 -1.804 0.07 0.01 0.08 0.371
O -4.275 0.205 1.270 0.20 -0.22 -0.02 -0.524
C -3.573 1.159 1.321 -0.57 0.46 0.05 0.705
O -3.122 1.724 2.466 0.14 -0.15 0.00 -0.355
C -2.200 2.765 2.134 0.10 0.01 -0.04 -0.013
C -2.608 3.119 0.714 0.01 0.02 0.00 -0.284
O -3.197 1.900 0.252 0.13 -0.12 -0.01 -0.332
H -2.311 3.577 2.847 -0.03 -0.01 -0.01 0.282
H -1.186 2.365 2.179 0.03 0.01 0.02 -0.037
H -3.365 3.905 0.684 0.01 0.00 -0.02 0.260
H -1.775 3.376 0.066 0.02 -0.01 0.02 0.279
```
Positions in Å, forces in eV/Å.

Properties
Kohn-Sham gap = 0.31693 hartree
Spin multiplicity = 1
LUMO energy = 0.56 eV
Energy relative to the best compared isomer or geometry (same formula, charge and spin) = 50.2 kcal per mole

***

Record 6
The following is a quantum chemistry calculation of C10H22Cl2N2O in the gas phase at a distorted geometry, from the OMol25 dataset.

The geometry in XYZ format:
```
37
Properties=species:S:1:pos:R:3:forces:R:3:mulliken_charge:R:1
C -1.476 3.239 -1.107 0.69 0.35 -0.31 -1.049
C -2.127 1.939 -1.552 0.56 -0.80 0.72 -0.712
N -1.920 0.840 -0.574 0.16 0.59 -0.31 0.382
C -3.132 0.353 0.106 1.36 0.55 -0.68 -0.828
C -2.893 0.089 1.571 -0.37 0.02 -0.09 -0.547
Cl -2.673 -1.652 1.864 0.44 -0.12 0.31 -0.187
C -0.688 0.013 -0.694 -1.07 0.19 0.50 -1.010
C 0.335 0.269 0.446 -2.13 0.20 -0.50 -0.716
N 1.627 -0.503 0.384 -2.86 -1.37 -3.25 1.411
O 2.299 -0.156 1.346 4.54 2.55 6.63 -0.955
C 2.409 -0.206 -0.828 1.18 0.21 -1.99 -0.732
C 3.869 -0.728 -0.807 -0.90 -0.34 0.76 -1.230
C 1.366 -1.972 0.479 -0.77 -1.35 0.03 -0.705
C 1.636 -2.570 1.854 -1.04 0.96 0.36 -0.424
Cl 1.118 -4.293 1.844 0.18 0.35 -0.08 -0.231
H -1.690 3.540 -0.083 -0.29 -0.29 0.12 0.266
H -1.823 4.057 -1.752 0.33 -0.08 0.00 0.404
H -0.371 3.148 -1.169 -0.58 0.19 -0.10 0.212
H -3.202 2.102 -1.689 0.23 -0.23 -0.12 0.515
H -1.662 1.634 -2.507 -0.44 0.16 0.07 0.340
H -3.896 1.108 0.062 -0.02 0.82 -0.15 0.447
H -3.602 -0.461 -0.421 -0.03 -0.96 -0.01 0.418
H -3.777 0.391 2.111 -0.19 -0.10 0.41 0.397
H -2.050 0.695 1.920 -0.14 -0.46 0.03 0.348
H -0.977 -1.032 -0.787 -0.05 -0.28 0.29 0.293
H -0.172 0.219 -1.618 -0.07 0.45 -0.61 0.394
H -0.150 0.082 1.439 0.90 -0.20 -0.80 0.319
H 0.550 1.343 0.399 0.51 -0.35 0.18 0.127
H 1.951 -0.640 -1.694 -0.69 -0.20 -0.61 0.449
H 2.457 0.881 -0.962 -0.32 -0.19 0.28 0.352
H 3.896 -1.807 -0.537 0.20 0.77 -0.12 0.300
H 4.414 -0.132 -0.088 0.25 -0.23 0.25 0.299
H 4.337 -0.601 -1.782 -0.24 0.01 -0.12 0.426
H 2.003 -2.511 -0.189 0.16 -0.15 -0.80 0.371
H 0.325 -2.157 0.252 -0.12 -0.25 -0.30 0.155
H 2.652 -2.487 2.169 0.63 -0.18 -0.05 0.384
H 1.036 -2.036 2.592 0.01 -0.28 0.04 0.316
```
Positions in Å, forces in eV/Å.

Properties
Kohn-Sham gap = 0.32734 hartree
Spin multiplicity = 1
LUMO energy = 0.73 eV
Energy relative to the best compared isomer or geometry (same formula, charge and spin) = 13.2 kcal per mole